Below is a single C4H3F3 molecule in a non-equilibrium geometry, with properties calculated with wB97M-V/def2-TZVPD.

```
10
Properties=species:S:1:pos:R:3:forces:R:3:mulliken_charge:R:1
F -0.82497 2.82511 -0.17218 0.1 -0.3 0.7 -0.241
F 0.80078 -0.37617 1.39046 0.7 -0.3 2.0 -0.264
F -0.61490 0.55595 -1.60055 0.2 0.3 0.8 -0.259
C 0.32590 -0.60343 0.18404 0.1 1.3 0.3 0.405
C 0.31397 -1.78485 -0.30947 -1.0 -4.0 -1.9 -0.699
C -0.16982 0.62528 -0.31789 -1.1 1.2 -1.3 0.150
C -0.32634 1.72295 0.43206 -0.2 -0.2 -3.3 -0.076
H -0.07316 -2.11457 -1.30659 0.4 1.1 1.0 0.268
H 0.46712 -2.65802 0.32909 0.6 0.5 0.0 0.272
H 0.10144 1.80776 1.37103 0.3 0.5 1.7 0.445
```
Forces are in eV/Å.

Summary:
Kohn-Sham gap   10.037 eV
SMILES   C=C(F)/C(F)=C/F
M   108.1 g mol⁻¹
Energy above the lowest of the compared OMol25 structures with the same formula, charge and spin   14.6 kcal per mole
Total energy   -453.74288 Ha

***

Below is a single C4H3F3 molecule in a non-equilibrium geometry, with properties calculated with wB97M-V/def2-TZVPD.

```
10
Properties=species:S:1:pos:R:3:forces:R:3:mulliken_charge:R:1
F 2.57784 2.54844 1.10403 -0.8 -0.7 -1.1 -0.251
F 1.32850 2.66488 -2.22289 0.7 -1.1 0.9 -0.265
F 2.84947 1.05855 -2.06068 -0.3 0.3 0.1 -0.254
C 1.93358 1.92754 0.08277 1.4 0.7 0.2 0.134
C 0.02737 -0.01763 -0.02495 -1.8 1.5 2.0 -0.914
C 1.90849 1.73222 -1.35342 -1.4 0.1 1.3 0.599
C 1.05542 1.03287 -0.24683 -0.5 1.1 -2.2 0.096
H 0.70244 -0.83863 -0.01081 -0.5 -1.8 -0.5 0.293
H -0.99452 -0.02947 -0.61932 2.8 -0.1 0.6 0.292
H -0.30658 0.11075 1.06764 0.4 -0.3 -1.4 0.270
```
Forces are in eV/Å.

Summary:
Kohn-Sham gap   11.426 eV
SMILES   CC1=C(F)C1(F)F
M   108.1 g mol⁻¹
Energy above the lowest of the compared OMol25 structures with the same formula, charge and spin   39.0 kcal per mole
Total energy   -453.70409 Ha

***

Below is a single C4H3F4I molecule in a non-equilibrium geometry, with properties calculated with wB97M-V/def2-TZVPD.

```
12
Properties=species:S:1:pos:R:3:forces:R:3:mulliken_charge:R:1
I -1.12628 -1.91595 1.53817 -0.7 -0.3 0.8 0.255
F 0.87199 0.39458 1.12381 0.7 -1.1 -0.1 -0.294
F 1.54642 -2.45123 0.67657 -0.6 0.1 -0.1 0.034
F -1.83816 -0.27503 -0.88067 -1.7 -0.4 -0.5 -0.170
F -0.96840 1.35732 0.86725 -1.9 0.4 1.0 -0.297
C 0.64093 -3.13048 1.25168 0.6 -0.5 0.1 0.050
C -0.73653 -0.74685 -0.30297 2.0 0.6 -0.5 -0.550
C -0.12880 0.53512 0.20374 1.0 1.5 -0.1 1.326
C 0.36601 1.40962 -0.92441 -1.8 0.4 0.7 -1.478
H 0.62533 2.36592 -0.47322 0.0 0.0 -0.3 0.370
H 1.15097 0.96967 -1.39438 2.6 -1.2 -1.2 0.416
H -0.40349 1.48733 -1.68555 -0.3 0.4 0.1 0.337
```
Forces are in eV/Å.

Summary:
Kohn-Sham gap (alpha / beta)   6.855 / 6.854 eV
M   254.0 g mol⁻¹
Energy above the lowest of the compared OMol25 structures with the same formula, charge and spin   130.7 kcal per mole
Total energy   -851.12579 Ha

***

Below is a single C4H3F4NO molecule in a non-equilibrium geometry, with properties calculated with wB97M-V/def2-TZVPD.

```
13
Properties=species:S:1:pos:R:3:forces:R:3:mulliken_charge:R:1
F -1.15654 3.00949 0.59282 -0.5 -0.7 1.2 -0.247
F -0.24858 0.10739 -1.78609 1.4 -1.9 0.5 -0.170
F -0.89066 2.82178 2.77303 0.5 1.2 0.6 -0.255
F -2.47503 1.76757 1.89692 -0.7 -0.1 -0.8 -0.248
O 0.80120 -1.50985 -0.49227 -0.3 0.1 0.5 0.051
N 0.40264 -1.16591 0.72807 -0.3 0.0 1.7 -0.483
C -0.57682 -0.12264 0.77573 2.3 -0.7 -0.2 -0.183
C 0.55329 -1.00194 -1.58087 -0.7 1.9 -2.4 0.075
C -1.22814 2.16295 1.68607 2.3 -2.1 -0.8 0.814
C -0.20847 0.93492 1.49738 -1.2 2.1 0.5 -0.465
H -1.45474 -0.36585 0.19778 -0.6 0.7 0.3 0.452
H 1.16468 -1.31682 -2.41540 -0.4 0.1 -0.2 0.363
H 0.82342 1.06649 1.98715 -1.9 -0.4 -1.0 0.296
```
Forces are in eV/Å.

Summary:
Kohn-Sham gap (alpha / beta)   8.363 / 8.318 eV
M   157.1 g mol⁻¹
Energy above the lowest of the compared OMol25 structures with the same formula, charge and spin   98.8 kcal per mole
Total energy   -683.49336 Ha